(1)
19
Properties=species:S:1:pos:R:3 method="wB97M-V/def2-TZVPD" total_charge=0 de_lowest_kj_mol=468.62 e_lumo_ev="-0.645 / -1.181" e_homo_ev="-8.7 / -9.0" fmax_ev_per_a=5.3
C -2.58510 1.13116 0.22162
C -2.76520 -0.20755 -0.00798
C -0.73338 0.31063 0.10604
C -1.14262 -2.11372 -0.26163
C 2.65348 1.61672 0.62174
N -1.24989 1.40752 0.35564
N 2.50382 -0.27256 -1.51534
N -1.51397 -0.77451 -0.14890
O 2.35117 -1.01650 0.94089
S 1.98217 -0.05495 -0.06695
H -3.34052 1.92530 0.41791
H -3.58972 -0.79255 -0.11055
H -1.97949 -2.61945 -0.58166
H -0.28295 -2.31769 -0.89372
H -0.73556 -2.65441 0.71215
H 1.74516 1.92938 1.17452
H 3.62555 1.42938 1.08253
H 2.83269 2.43671 -0.14587
H 2.22435 0.63711 -1.90045

(2)
28
Properties=species:S:1:pos:R:3 method="wB97M-V/def2-TZVPD" total_charge=+1 de_lowest_kj_mol=333.35 e_lumo_ev=-3.767 e_homo_ev=-12.4 fmax_ev_per_a=4.4
C -1.37908 2.71184 1.84854
C -2.33345 2.43194 0.58541
C -1.97278 1.07672 -0.01270
N -0.54206 1.06618 -0.35102
N 0.20191 0.12126 0.41141
C 1.05699 -0.66986 -0.04261
C 1.61561 -0.85258 -1.37425
C 2.43254 -1.86194 -1.64689
C 2.67006 -2.95449 -0.74588
C 2.16599 -2.85758 0.48992
C 1.70200 -1.55971 0.99123
S -2.99884 0.56289 -1.40268
C -2.19432 -0.83120 -2.07561
N -1.59799 -1.69680 -2.54299
H -2.01227 3.36718 2.50325
H -0.50579 3.25935 1.56034
H -1.16986 1.75752 2.40694
H -2.14003 3.24269 -0.13879
H -3.38093 2.63471 0.93436
H -2.04783 0.36822 0.92561
H -0.50965 0.82035 -1.32250
H -0.26528 1.99316 0.12379
H 1.53493 -0.12441 -2.16408
H 3.06199 -1.78695 -2.53360
H 3.14136 -3.79816 -1.04517
H 2.31458 -3.64564 1.24827
H 2.31697 -0.96336 1.76393
H 0.83525 -1.81136 1.60575